Record 1
A molecular structure, C24H20BrIO5Pt. Source: the Open Molecules 2025 dataset; level of theory: the ωB97M-V functional and the def2-TZVPD basis.

```
52
Properties=species:S:1:pos:R:3
Pt 0.81 0.28 0.81
O -1.84 -3.19 3.15
C -1.10 -2.27 2.51
O -1.46 -1.72 1.51
C 0.19 -2.05 3.25
O 1.03 -1.14 2.61
C 2.24 -0.92 3.35
C 3.14 0.18 2.76
O 4.16 0.39 3.39
O 2.75 0.77 1.70
H -2.66 -3.30 2.65
H 0.68 -3.02 3.38
H -0.08 -1.69 4.26
H 2.81 -1.85 3.39
H 1.98 -0.63 4.37
C -0.15 5.83 -3.55
C 0.98 5.13 -3.92
C 1.32 3.96 -3.26
C 0.54 3.46 -2.22
C -0.61 4.17 -1.86
C -0.95 5.34 -2.52
C 0.96 2.22 -1.54
C 0.54 1.79 -0.36
C -0.33 2.25 0.72
C -1.46 1.45 0.97
C -2.16 1.62 2.18
C -1.76 2.57 3.08
C -0.64 3.38 2.82
C 0.09 3.21 1.67
H -0.42 6.75 -4.06
H 1.61 5.50 -4.72
H 2.22 3.42 -3.55
H -1.26 3.80 -1.08
H -1.85 5.88 -2.23
H 1.70 1.63 -2.07
H -1.83 0.78 0.21
H -3.03 1.01 2.37
H -2.31 2.71 4.00
H -0.33 4.11 3.55
H 0.99 3.78 1.48
Br 0.34 -4.69 0.45
C -0.83 -3.76 -0.70
C -2.09 -4.30 -0.92
C -3.00 -3.64 -1.74
C -2.65 -2.44 -2.33
C -1.39 -1.90 -2.11
C -0.48 -2.56 -1.30
I 1.37 -1.64 -0.98
H -2.35 -5.25 -0.46
H -3.98 -4.07 -1.91
H -3.36 -1.91 -2.96
H -1.12 -0.95 -2.56
```

E_tot ... -4293.7253 a.u.
Orbital gap ... 7.450 eV
Energy relative to the best compared isomer or geometry (same formula, charge and spin) ... 8.3 kcal per mole

=====

Record 2
A single C24H20Cl2N2O2 molecule at a distorted geometry. Source: the Open Molecules 2025 dataset; level of theory: the ωB97M-V functional and the def2-TZVPD basis.

```
50
Properties=species:S:1:pos:R:3
N -4.57 -0.05 4.91
C -3.84 -0.31 4.04
C -2.69 -0.45 3.16
C -1.94 0.52 2.58
C -2.27 2.04 2.58
C -1.97 2.69 3.73
C -2.13 4.08 3.74
Cl -2.18 4.86 5.30
C -2.44 4.85 2.57
C -2.76 4.19 1.36
C -2.74 2.74 1.46
Cl -3.05 1.80 0.10
C -0.86 0.09 1.77
C -0.38 -1.22 1.89
C 0.61 -1.89 0.92
C 0.95 -1.23 -0.34
C 1.80 -1.85 -1.31
C 1.90 -1.21 -2.70
C 2.86 0.06 -2.61
C 2.94 0.63 -4.00
C 1.60 1.17 -4.39
C 0.64 0.02 -4.66
C 0.51 -0.81 -3.41
C 2.28 -3.20 -1.08
C 2.05 -3.70 0.31
C 1.29 -3.07 1.17
O 1.17 -3.71 2.30
N -1.09 -2.12 2.60
C -2.27 -1.87 3.19
O -2.66 -2.74 4.00
H -1.66 2.29 4.69
H -2.47 5.96 2.57
H -3.10 4.76 0.43
H -0.43 0.86 1.14
H 0.61 -0.24 -0.64
H 2.43 -1.95 -3.34
H 2.50 0.82 -1.90
H 3.93 -0.24 -2.46
H 3.38 -0.12 -4.65
H 3.76 1.42 -3.97
H 1.27 1.63 -3.46
H 1.87 1.90 -5.23
H 1.01 -0.61 -5.39
H -0.33 0.41 -4.90
H 0.00 -1.70 -3.70
H -0.12 -0.28 -2.63
H 2.90 -3.68 -1.77
H 2.46 -4.71 0.58
H 1.96 -3.73 2.86
H -0.77 -3.07 2.55
```

E_tot ... -2106.8393 a.u.
Orbital gap ... 7.793 eV

=====

Record 3
A molecular structure, C24H20Cl3CsF6N8O2S3Sb at a distorted geometry. Source: the Open Molecules 2025 dataset; level of theory: the ωB97M-V functional and the def2-TZVPD basis.

```
68
Properties=species:S:1:pos:R:3
Cs 1.60 -0.20 0.67
S -3.88 -3.32 6.32
N -3.69 -1.78 5.72
C -2.91 -1.89 4.67
C -2.49 -0.74 3.84
C -2.94 0.51 4.11
C -2.33 1.54 3.34
C -1.40 1.25 2.35
N -1.02 0.00 2.08
C -1.57 -1.01 2.81
C -1.10 -2.40 2.53
N -0.21 -2.59 1.53
C 0.11 -3.86 1.20
C -0.40 -4.98 1.85
C -1.27 -4.77 2.92
C -1.64 -3.50 3.25
C -2.47 -3.20 4.41
N -2.89 -4.08 5.32
H -3.72 0.70 4.80
H -2.72 2.58 3.53
H -0.87 2.03 1.77
H 0.78 -3.93 0.34
H -0.07 -5.92 1.53
H -1.70 -5.54 3.51
S -3.73 -0.45 -2.89
C -4.97 0.49 -2.15
S -5.80 -0.63 -1.17
C -5.02 1.85 -2.24
C -5.81 2.66 -1.37
N -6.45 3.33 -0.71
C -4.21 2.52 -3.26
N -3.63 2.73 -4.25
C 0.05 -0.71 -2.88
C -0.22 0.85 -2.98
N 0.74 1.64 -2.22
C 1.94 2.03 -2.96
C 3.11 1.24 -2.74
C 0.30 2.43 -1.16
C 1.09 3.60 -0.72
N -0.78 2.27 -0.53
H -0.75 -1.11 -3.55
H -0.08 -1.18 -1.95
H 1.03 -0.92 -3.35
H -1.27 1.05 -2.75
H -0.10 1.01 -4.08
H 2.13 3.14 -2.82
H 1.66 1.92 -4.01
H 3.66 1.52 -1.83
H 3.92 1.45 -3.49
H 2.87 0.20 -2.72
H 1.28 4.41 -1.51
H 2.10 3.33 -0.40
H 0.53 4.07 0.10
H -1.36 1.45 -0.83
F 3.63 -1.09 -4.47
Sb 3.82 -2.71 -3.58
F 3.34 -1.95 -1.89
F 5.70 -2.17 -3.34
F 2.04 -3.11 -3.72
F 4.45 -3.44 -5.24
F 4.16 -4.32 -2.73
Cl 5.76 2.22 1.49
C 4.63 2.85 2.64
Cl 5.31 2.82 4.32
Cl 4.32 4.58 2.16
C 3.41 1.94 2.54
O 2.39 2.59 2.38
O 3.62 0.74 2.44
```

E_tot ... -4950.1125 a.u.
<S²> ... 0.7562
Orbital gap (spin up / spin down) ... 6.070 / 6.167 eV
Net charge ... -2
Spin multiplicity ... 2
Energy relative to the best compared isomer or geometry (same formula, charge and spin) ... 27.1 kcal per mole